Entry 1:
This record from the Open Molecules 2025 dataset describes a cluster of 2 separate species, Br2H4P2Si in total at a distorted geometry. The level of theory is wB97M-V/def2-TZVPD.

XYZ file:
```
9
Properties=species:S:1:pos:R:3:forces:R:3:lowdin_charge:R:1
Si 0.4730 -0.1501 0.1994 -0.4 0.2 -1.7 -0.499
P -1.4520 -0.0151 -2.0699 -0.4 -1.4 3.6 0.554
P 0.0902 0.2716 2.4467 -0.3 -0.1 -0.3 0.493
Br 2.3252 1.0585 -0.3778 -0.7 -0.1 0.3 0.131
Br 1.2837 -2.2600 -0.0397 -0.5 0.5 0.3 0.137
H -0.5089 0.4670 -2.8743 1.8 0.4 -1.3 -0.281
H -1.1176 -1.4283 -2.1162 0.0 0.8 -0.4 -0.211
H 0.2432 1.6759 2.4049 0.1 0.0 -0.3 -0.166
H -1.3368 0.3804 2.4270 0.3 -0.2 -0.2 -0.159
```
Positions in Å, forces in eV/Å.

## Properties
HOMO-LUMO gap = 7.47 eV
LUMO = -1.38 eV
M = 253.87 g/mol
E = -166605.4708 eV
Relative energy (zero: lowest compared OMol25 entry of this formula, charge and spin) = 115.6 kJ/mol

---

Entry 2:
This record from the Open Molecules 2025 dataset describes a structure of composition C32H51BCl3F6ILiMgNO8PS at a distorted geometry. The level of theory is wB97M-V/def2-TZVPD.

XYZ file:
```
107
Properties=species:S:1:pos:R:3:forces:R:3:lowdin_charge:R:1
C 2.2924 2.9835 -0.1888 -0.6 0.4 -0.1 -0.074
C 1.3095 1.6861 0.2052 0.2 3.4 -0.3 -0.395
C 0.4360 2.2422 1.5197 0.7 -0.7 -0.3 -0.028
C 0.3878 1.4393 -1.1297 -0.2 -0.2 0.0 -0.102
C -0.3226 -0.0746 -1.1759 0.4 0.9 1.7 -0.538
C -1.9572 0.2705 -1.2733 0.4 -0.8 -0.7 -0.216
C -2.9135 -1.0549 -1.1840 -1.7 0.7 1.6 -0.249
C -4.2483 -0.5924 -0.2876 -3.0 0.5 2.3 -0.144
C -4.9421 -1.6646 0.7437 -1.6 4.2 -0.4 -0.019
C -6.2165 -1.1302 1.6354 1.5 2.2 -2.1 -0.068
C -6.8489 0.3948 1.5709 4.4 -1.3 -3.1 -0.061
C -6.1910 1.4558 0.5011 2.4 -4.6 0.2 -0.098
C -4.9170 0.9332 -0.3897 -0.9 -2.0 2.0 -0.086
P 0.1629 -0.9329 -2.8108 -3.0 0.5 -1.6 0.670
O 1.8515 -0.5697 -3.2282 0.0 1.7 1.7 -0.578
I 0.1555 -3.4056 -2.6146 0.5 0.7 0.4 0.600
C 0.0483 -0.9004 0.1874 -0.8 0.1 0.8 -0.130
C 1.5914 -0.7778 0.7011 -0.3 -2.7 1.5 -0.392
C 1.5770 -1.1170 2.3382 -0.2 1.1 0.1 -0.081
C 2.5323 -1.9907 0.0364 -0.2 0.0 1.7 -0.088
N 2.2492 0.5630 0.5585 0.1 -0.6 -3.2 -0.119
O 3.3693 0.5448 -0.1807 -2.1 0.0 1.4 -0.109
H 2.7764 2.8501 -1.2606 -0.9 0.2 2.4 0.089
H 1.6294 3.9717 -0.2232 1.3 -2.2 0.1 0.087
H 3.0999 3.1559 0.6400 -1.4 -0.5 -1.7 0.088
H 1.2406 2.5235 2.3517 -1.8 -0.4 -1.8 0.097
H -0.2780 1.4345 1.9713 1.3 1.6 -1.0 0.080
H -0.1816 3.1726 1.1452 1.3 -1.9 0.9 0.081
H -0.4547 2.2850 -1.1118 1.8 -2.0 0.0 0.136
H 0.9963 1.6408 -2.1231 -0.9 -0.3 2.1 0.110
H -2.1340 1.0587 -0.3940 0.2 -1.9 -1.9 0.119
H -2.1380 0.7658 -2.3371 0.4 -0.8 2.2 0.116
H -3.2526 -1.4693 -2.2476 0.9 1.2 2.3 -0.082
H -2.4236 -1.9497 -0.6092 -0.8 1.7 -0.9 0.095
H -4.5472 -2.7788 0.8519 -0.9 2.7 -0.2 0.061
H -6.7158 -1.8756 2.4029 1.2 1.7 -1.8 0.073
H -7.7366 0.7428 2.2503 0.3 -0.4 -0.9 -0.019
H -6.5325 2.5682 0.3516 0.6 -2.5 0.5 0.057
H -4.3937 1.6787 -1.1446 -1.2 -1.6 1.6 0.054
H 2.2982 -0.0859 -2.4738 -1.1 1.4 -0.7 -0.018
H -0.6620 -0.5067 1.0625 1.5 -0.8 -2.0 0.136
H -0.1898 -2.0695 0.1248 0.5 2.7 -0.1 0.108
H 1.4569 -2.2581 2.5668 0.3 2.3 -0.5 0.073
H 2.5506 -0.6470 2.8380 -1.9 -1.3 -1.2 0.095
H 0.6669 -0.5278 2.8384 1.9 -1.4 -1.1 0.090
H 3.5499 -2.0195 0.6529 -2.0 0.1 -1.8 0.121
H 2.0002 -3.0461 0.1604 1.0 2.5 -0.4 0.109
H 2.7307 -1.8318 -1.1086 -0.9 -0.6 4.7 -0.111
Mg 3.1634 -1.6549 -2.6044 3.0 -2.8 -2.5 0.638
F -2.3884 4.6451 0.0451 0.1 0.0 0.0 0.072
C -1.8666 5.7781 -0.4433 0.3 0.6 -0.3 -0.277
C -0.6479 6.2363 0.0451 0.0 -0.1 0.0 -0.026
C -0.1017 7.4132 -0.4668 -0.4 0.0 -0.2 -0.082
C -0.7864 8.1253 -1.4547 0.0 -0.1 0.1 -0.107
C -2.0114 7.6599 -1.9348 0.3 -0.2 0.3 -0.087
C -2.5519 6.4772 -1.4307 -0.1 0.0 0.0 -0.007
H -0.1345 5.6743 0.8184 0.0 0.0 -0.1 0.085
H 0.8543 7.7758 -0.0973 -0.2 -0.1 0.0 0.098
H -0.3621 9.0456 -1.8505 -0.1 -0.2 0.1 0.094
H -2.5445 8.2180 -2.7008 0.1 -0.1 0.1 0.102
H -3.4987 6.0963 -1.7989 0.1 0.0 0.1 0.122
F -9.1366 1.2042 2.6019 -0.2 0.2 0.3 -0.740
B 1.1634 -5.1652 -6.1191 0.7 2.8 0.6 -1.082
F 1.9982 -5.2066 -4.9296 -1.1 -0.4 -1.6 -0.001
F 0.1359 -6.1895 -6.0259 0.7 -0.8 -0.6 -0.012
F 0.5361 -3.8580 -6.2257 1.0 -2.5 0.1 0.040
F 1.9832 -5.4067 -7.2951 -1.1 -0.5 1.1 0.026
Li 0.5634 -7.9144 -7.0236 0.2 1.0 0.5 0.876
Cl 2.0246 -2.6094 5.3224 0.0 0.0 0.1 0.559
C 1.5320 -1.2406 6.3513 -0.1 0.2 0.2 -0.660
C 0.2817 -1.5512 7.1595 0.0 0.1 0.0 -0.676
Cl -1.1670 -1.6884 6.1325 0.2 0.0 0.0 0.567
H 1.3892 -0.3669 5.7080 -0.1 -0.2 0.1 0.064
H 2.3686 -1.0343 7.0248 -0.1 -0.1 0.0 0.066
H 0.0895 -0.7424 7.8711 0.1 -0.1 -0.2 0.067
H 0.3882 -2.4823 7.7242 0.0 0.1 -0.2 0.066
C 1.4874 -13.2979 -7.4207 0.0 0.0 -0.2 -0.267
S 2.2436 -11.8722 -6.6030 0.1 -0.1 0.0 0.824
O 2.0858 -10.6929 -7.5159 -0.1 -0.1 0.1 -0.586
C 3.9499 -12.4537 -6.7556 0.1 0.1 -0.1 -0.264
H 0.4086 -13.1356 -7.4744 0.2 0.1 0.1 0.053
H 1.8882 -13.4052 -8.4315 0.0 0.1 0.1 0.059
H 1.6882 -14.2009 -6.8395 0.0 0.1 0.0 0.055
H 4.1979 -12.6130 -7.8076 -0.1 0.1 0.1 0.059
H 4.0696 -13.3845 -6.1964 -0.1 0.1 0.0 0.055
H 4.6144 -11.6938 -6.3380 -0.2 0.0 0.0 0.055
Cl -2.7366 -1.6936 -4.1592 0.4 -0.1 -0.9 -0.401
C -3.9317 -5.3230 1.5230 0.2 -1.3 -0.3 -1.093
O -3.8124 -6.5253 1.3439 0.2 -2.2 -0.3 -0.004
O -4.9023 -4.7752 2.0582 -2.9 1.1 1.6 0.086
O -3.1002 -4.4681 1.1968 2.7 2.1 -1.0 0.050
C 2.8846 5.2643 5.1565 0.0 0.1 0.2 -0.108
O 3.1524 6.6629 5.1531 0.0 -0.2 -0.5 -0.197
C 3.7388 7.0990 3.9225 -0.4 0.4 0.3 -0.195
C 2.7045 7.7876 3.0278 0.1 -0.6 -0.3 -0.194
O 1.7165 6.8604 2.5666 0.1 0.3 0.4 -0.212
C 0.4948 6.9710 3.2889 0.0 -0.1 -0.1 -0.108
H 2.2468 5.0399 6.0153 0.1 0.1 -0.1 0.091
H 2.3681 4.9466 4.2492 0.0 0.0 0.0 0.079
H 3.8221 4.7099 5.2619 0.0 -0.1 -0.1 0.086
H 4.2189 6.2636 3.3996 -0.2 0.0 0.0 0.124
H 4.5171 7.8242 4.1819 0.0 0.0 0.0 0.119
H 3.2120 8.1786 2.1390 0.0 0.0 0.1 0.121
H 2.2358 8.6337 3.5448 0.0 -0.1 0.1 0.125
H -0.0317 7.8807 2.9871 -0.1 0.0 0.1 0.091
H 0.6611 6.9820 4.3700 0.0 0.0 -0.1 0.086
H -0.1282 6.1073 3.0431 0.1 0.1 0.0 0.086
```
Positions in Å, forces in eV/Å.

## Properties
HOMO-LUMO gap (spin up / spin down) = 2.94 / 2.94 eV
LUMO (spin up / spin down) = 1.44 / 1.44 eV
M = 1030.11 g/mol
2S+1 = 2
Net charge = -2
E = -140291.9967 eV

---

Entry 3:
This record from the Open Molecules 2025 dataset describes a structure of composition C40H43BBrN3O7RhSbSe4 at a distorted geometry. The level of theory is wB97M-V/def2-TZVPD.

XYZ file:
```
101
Properties=species:S:1:pos:R:3:forces:R:3:lowdin_charge:R:1
Rh 1.0049 -0.1537 -1.1177 -0.9 0.4 0.0 0.872
O -3.5823 2.7548 -3.7618 0.0 0.0 0.1 0.034
C -2.5808 2.0559 -3.1335 0.0 0.0 -0.1 -0.310
C -1.7371 1.2044 -3.9091 0.0 0.0 0.0 0.028
C -0.7546 0.5284 -3.2297 0.1 0.0 0.0 -0.194
N -0.6248 0.6275 -1.9153 0.0 -0.1 0.0 -0.015
C -1.3750 1.4762 -1.1445 0.1 0.2 0.0 -0.212
C -2.4081 2.2170 -1.7912 0.0 0.0 0.0 0.048
C -1.0151 1.6123 0.2247 0.1 0.2 -0.2 -0.482
O -1.4918 2.4340 0.9975 0.0 -0.1 0.0 0.045
O -0.0054 0.7138 0.6328 0.2 0.1 -0.2 -0.055
C 0.3545 -0.2942 -3.8760 0.1 0.0 0.1 -0.563
O 0.3380 -0.5183 -5.0691 0.0 0.0 0.0 0.059
O 1.3015 -0.6679 -3.0543 -0.1 0.0 -0.1 -0.183
H -3.5480 2.5367 -4.6972 0.0 0.0 0.0 0.089
H -1.8101 1.1145 -4.9845 0.0 0.0 0.0 0.109
H -3.0246 2.8920 -1.2153 0.0 0.0 0.0 0.123
Se 3.0700 -4.3943 -2.2595 0.2 0.2 -0.2 -0.067
Sb 4.3458 -2.5630 -1.3646 0.1 -0.3 -0.5 -0.275
Se 6.3068 -1.7081 -2.4644 -0.1 0.0 0.2 -0.210
Se 5.1452 -3.3789 0.8832 0.1 -0.1 0.1 0.105
Se 3.1547 -0.5011 -0.3849 1.0 0.0 0.3 0.385
Br 2.5461 -7.5424 3.2546 0.0 0.0 0.0 0.686
C 1.9143 -5.8624 2.6184 0.0 0.0 0.0 -0.677
C 2.0071 -5.5762 1.2676 0.0 0.0 0.0 -0.130
C 1.5406 -4.3512 0.8126 -0.2 0.1 0.2 -0.064
C 1.0247 -3.4283 1.7142 0.0 0.0 0.0 -0.097
C 0.9436 -3.7333 3.0662 0.0 0.1 -0.2 -0.007
C 1.3801 -4.9639 3.5288 0.0 0.1 0.0 -0.115
C 0.5937 -2.0959 1.1936 0.0 -0.1 0.2 -0.468
O 0.6299 -1.1502 2.0801 0.2 0.1 0.0 0.149
O 0.2955 -1.9929 0.0106 -0.2 -0.1 -0.3 -0.017
H 2.4448 -6.2795 0.5729 0.0 0.0 0.0 0.095
H 1.6043 -4.1097 -0.2426 -0.1 0.0 0.2 -0.011
H 0.5269 -2.9999 3.7432 0.1 -0.1 -0.4 0.081
H 1.3143 -5.2188 4.5776 0.0 0.0 0.0 0.095
C -2.7145 -0.8346 0.4572 0.0 -0.2 0.1 -0.031
C -3.5699 -0.5610 1.6909 0.0 0.0 0.0 -0.346
C -3.9476 0.9091 1.8758 0.0 0.0 0.1 -0.051
C -2.9843 -1.1524 2.9611 -0.1 0.0 0.0 -0.112
C -3.7255 -2.1798 3.5437 0.0 0.0 -0.1 -0.051
C -3.3627 -2.7690 4.7377 0.1 0.0 0.0 -0.091
C -2.2129 -2.3271 5.3615 -0.1 0.0 0.0 -0.057
C -1.4256 -1.3212 4.8093 0.0 0.1 -0.1 -0.119
C -0.1597 -0.9747 5.5704 0.0 0.0 0.0 -0.354
C -0.4506 -0.1007 6.7973 0.1 0.0 -0.1 -0.060
C 0.5855 -2.2222 6.0697 0.0 -0.1 0.1 -0.069
C -1.8044 -0.7004 3.5891 0.1 -0.2 0.0 -0.078
N -1.0381 0.3685 3.0245 0.0 0.2 0.1 0.097
B 0.1868 0.2911 2.1143 0.0 0.0 0.2 -0.753
N 1.1637 1.2495 2.8201 0.1 0.0 0.1 0.102
C 0.3608 2.0452 3.6586 0.1 -0.1 0.1 -0.100
C -0.8622 1.5305 3.8117 0.0 -0.1 0.1 -0.103
C 2.4350 1.7280 2.3589 0.0 -0.2 -0.2 -0.109
C 3.6490 1.1388 2.7842 0.0 0.1 0.1 -0.144
C 4.8315 1.4706 2.1236 0.0 0.1 0.1 -0.077
C 4.8728 2.4332 1.1347 0.0 0.0 -0.1 -0.098
C 3.7128 3.1188 0.8331 0.0 0.0 0.0 -0.055
C 2.5012 2.7885 1.4316 -0.1 0.0 0.0 -0.135
C 1.2940 3.6402 1.1108 0.0 0.0 0.0 -0.365
C 1.4227 5.0062 1.7929 0.0 0.0 0.0 -0.057
C 1.0708 3.8261 -0.3917 0.0 0.0 0.0 -0.054
C 3.8287 0.2196 3.9842 0.0 0.0 0.0 -0.356
C 3.2238 0.7905 5.2688 0.0 0.1 0.0 -0.057
C 3.4048 -1.2207 3.7181 -0.1 0.1 0.0 -0.055
H -3.1705 -0.3947 -0.4330 0.0 0.0 0.0 0.087
H -2.6161 -1.9108 0.2948 0.0 0.0 0.0 0.093
H -1.7116 -0.4293 0.5496 -0.3 -0.3 0.0 0.046
H -4.5080 -1.1045 1.5315 0.0 0.0 0.0 0.113
H -3.0830 1.5199 2.1236 -0.1 0.0 -0.1 0.049
H -4.6864 1.0043 2.6769 0.0 0.0 0.0 0.075
H -4.3865 1.3056 0.9562 0.0 0.0 0.0 0.077
H -4.6261 -2.5103 3.0381 0.0 0.0 0.0 0.102
H -3.9637 -3.5601 5.1700 0.0 0.0 0.0 0.092
H -1.9034 -2.7797 6.2967 0.0 0.0 0.0 0.103
H 0.4897 -0.4380 4.8817 0.1 0.1 0.0 0.103
H -1.1387 -0.6291 7.4647 0.0 0.0 0.0 0.074
H -0.8894 0.8554 6.5293 -0.1 0.1 -0.1 0.064
H 0.4732 0.0921 7.3501 0.0 0.0 0.0 0.075
H 0.1566 -2.5864 7.0079 0.0 0.0 0.0 0.074
H 1.6277 -1.9748 6.2625 0.1 0.0 0.0 0.073
H 0.5578 -3.0494 5.3589 0.0 0.2 0.5 0.041
H 0.7420 2.9592 4.0903 0.0 0.0 0.0 0.119
H -1.6762 1.9341 4.3933 0.0 0.0 0.0 0.119
H 5.7433 0.9607 2.4144 0.0 0.0 0.0 0.110
H 5.7965 2.6496 0.6132 0.0 0.0 0.0 0.101
H 3.7356 3.9162 0.0992 0.0 0.0 0.0 0.107
H 0.4127 3.1610 1.5253 0.0 0.0 -0.1 0.091
H 2.2998 5.5463 1.4247 0.0 0.0 0.0 0.072
H 1.5253 4.8991 2.8748 0.0 0.0 0.0 0.068
H 0.5363 5.6134 1.5928 0.0 0.0 0.0 0.078
H 1.7744 4.5472 -0.8177 0.0 0.0 0.0 0.072
H 0.0588 4.1906 -0.5796 0.0 0.0 0.0 0.083
H 1.1949 2.8863 -0.9342 0.0 0.0 0.0 0.071
H 4.9110 0.2180 4.1522 0.0 -0.1 0.0 0.117
H 2.1446 0.9022 5.2050 -0.1 -0.1 0.0 0.049
H 3.6437 1.7774 5.4829 0.0 0.0 0.0 0.079
H 3.4597 0.1365 6.1128 0.0 0.0 0.0 0.072
H 2.3338 -1.2708 3.5554 -0.1 0.0 0.0 0.055
H 3.6575 -1.8629 4.5663 0.0 0.0 0.0 0.080
H 3.8954 -1.6202 2.8272 0.0 0.0 0.1 0.005
```
Positions in Å, forces in eV/Å.

## Properties
HOMO-LUMO gap (spin up / spin down) = 4.77 / 4.82 eV
LUMO (spin up / spin down) = 3.64 / 2.30 eV
M = 1309.02 g/mol
2S+1 = 5
Net charge = -2
E = -402638.2102 eV
Relative energy (zero: lowest compared OMol25 entry of this formula, charge and spin) = 0.0 kJ/mol

---

Entry 4:
This record from the Open Molecules 2025 dataset describes a cluster of 2 separate species, C8H13N3O in total. The level of theory is wB97M-V/def2-TZVPD.

XYZ file:
```
25
Properties=species:S:1:pos:R:3:forces:R:3:lowdin_charge:R:1
C 0.2959 -0.2760 0.2388 0.2 -0.9 0.0 -0.103
C 0.4288 -1.7824 0.2933 0.1 -0.1 0.2 -0.335
C 0.5812 -2.5244 -1.0634 0.5 -0.2 -0.2 -0.060
C -0.5422 -3.4564 -0.6209 -0.3 -0.5 -0.2 -0.395
O -0.9738 -4.4993 -1.0372 0.3 0.6 0.2 0.095
C -0.8606 -2.5934 0.5966 -0.2 -0.2 0.5 -0.060
H -0.5034 0.0190 -0.4475 0.0 -0.1 -0.1 0.085
H 1.2343 0.1658 -0.1202 -0.4 -0.4 0.2 0.077
H 0.0641 0.1208 1.2365 0.1 -0.2 -0.4 0.070
H 1.2380 -2.0709 0.9823 -0.3 0.1 -0.2 0.143
H 0.2867 -1.9140 -1.9286 0.0 -0.1 0.1 0.123
H 1.5496 -3.0166 -1.2795 -0.5 0.3 0.1 0.124
H -1.7830 -2.0097 0.4582 0.2 -0.1 0.0 0.122
H -0.9255 -3.1235 1.5639 0.0 0.2 -0.4 0.123
N 1.5412 1.7059 2.6741 0.0 0.0 -0.2 0.147
C 1.3819 1.9863 1.5654 0.1 0.5 -0.1 -0.298
C 1.1061 2.3403 0.2140 0.4 0.8 0.3 -0.136
C -0.1686 2.5333 -0.1849 -0.5 0.5 0.0 -0.497
N -0.5315 2.7056 -1.5105 0.0 0.2 -0.1 0.121
N -1.2456 2.5742 0.6802 0.0 -0.3 0.1 0.133
H 1.9360 2.4535 -0.4752 -0.2 0.0 0.1 0.114
H 0.2466 2.8079 -2.1497 -0.2 0.0 0.1 0.099
H -1.2562 3.4058 -1.6644 0.3 -0.3 0.1 0.106
H -1.0131 2.3348 1.6408 -0.2 0.1 -0.3 0.094
H -2.0867 2.1133 0.3382 0.3 0.2 0.1 0.109
```
Positions in Å, forces in eV/Å.

## Properties
HOMO-LUMO gap = 9.16 eV
LUMO = 0.47 eV
M = 167.21 g/mol
E = -15023.3211 eV
Relative energy (zero: lowest compared OMol25 entry of this formula, charge and spin) = 164.9 kJ/mol
SMILES = CC1CC(=O)C1.N#CC=C(N)N

---

> Look up the E of the first one.

-166605.4708 eV